{
  "formula": "C36H40GeN2O3Pt",
  "method": "wB97M-V/def2-TZVPD",
  "elements": ["Pt", "C", "O", "C", "C", "O", "C", "C", "O", "C", "H", "H", "H", "H", "H", "H", "H", "H", "H", "H", "H", "H", "H", "H", "C", "N", "C", "C", "C", "C", "C", "N", "C", "C", "C", "C", "C", "C", "H", "H", "H", "H", "H", "H", "H", "H", "H", "H", "H", "C", "C", "C", "C", "C", "C", "Ge", "C", "C", "C", "C", "C", "C", "C", "C", "C", "C", "C", "C", "H", "H", "H", "H", "H", "H", "H", "H", "H", "H", "H", "H", "H", "H", "H"],
  "xyz": [[-0.256, 0.731, -0.979], [-2.080, -3.424, 1.664], [-1.802, -2.032, 1.493], [-2.892, -1.331, 0.964], [-2.942, -1.364, -0.539], [-2.069, -0.348, -1.171], [-2.151, -0.432, -2.618], [-0.980, -1.249, -3.084], [0.212, -0.689, -2.439], [1.393, -0.729, -3.280], [-2.951, -3.561, 2.308], [-2.258, -3.920, 0.705], [-1.210, -3.869, 2.134], [-3.844, -1.730, 1.335], [-2.829, -0.298, 1.306], [-2.631, -2.340, -0.914], [-3.939, -1.115, -0.901], [-3.101, -0.876, -2.913], [-2.123, 0.591, -2.997], [-1.048, -2.291, -2.769], [-0.858, -1.196, -4.165], [1.426, -1.701, -3.769], [1.345, 0.065, -4.025], [2.256, -0.636, -2.627], [-2.211, 2.258, 0.881], [-0.875, 2.195, 0.265], [-0.119, 3.242, 0.340], [1.063, 3.214, -0.448], [2.103, 4.133, -0.722], [2.900, 3.519, -1.645], [2.330, 2.208, -1.906], [1.227, 2.050, -1.191], [-3.290, 2.290, -0.178], [-3.085, 2.923, -1.401], [-4.105, 2.972, -2.343], [-5.337, 2.397, -2.064], [-5.552, 1.786, -0.835], [-4.531, 1.728, 0.103], [-2.238, 3.152, 1.507], [-2.315, 1.401, 1.543], [-0.416, 4.104, 0.926], [2.209, 5.120, -0.301], [3.790, 3.902, -2.119], [2.699, 1.476, -2.603], [-2.145, 3.417, -1.625], [-3.947, 3.482, -3.284], [-6.136, 2.449, -2.791], [-6.522, 1.369, -0.600], [-4.717, 1.273, 1.070], [5.860, 0.170, -0.930], [5.230, -1.057, -1.071], [3.938, -1.238, -0.589], [3.252, -0.188, 0.030], [3.903, 1.051, 0.161], [5.198, 1.223, -0.304], [1.553, -0.613, 0.844], [1.176, -2.483, 0.751], [1.359, -3.099, 1.994], [1.455, -4.484, 2.074], [1.322, -5.255, 0.929], [1.103, -4.647, -0.304], [1.046, -3.267, -0.396], [1.010, 0.325, 2.417], [1.931, 1.120, 3.115], [1.566, 1.721, 4.311], [0.283, 1.547, 4.814], [-0.631, 0.745, 4.138], [-0.271, 0.131, 2.951], [6.872, 0.304, -1.287], [5.751, -1.884, -1.535], [3.483, -2.219, -0.668], [3.415, 1.880, 0.655], [5.701, 2.171, -0.163], [1.450, -2.512, 2.902], [1.626, -4.955, 3.032], [1.389, -6.333, 0.994], [1.001, -5.255, -1.193], [0.921, -2.804, -1.368], [2.949, 1.229, 2.775], [2.290, 2.307, 4.861], [0.004, 2.013, 5.750], [-1.616, 0.581, 4.555], [-0.966, -0.541, 2.458]],
  "e_homo_ha": [-0.6172, -0.6168],
  "lumo_ev": [-9.92, -11.85],
  "total_energy_ha": -3926.2205,
  "spin_multiplicity": 2,
  "gap_ha": [0.2525, 0.1813],
  "total_charge": 3,
  "fmax_ha_per_bohr": 0.013,
  "e_above_lowest_ev": 0.771
}